This record from the OMol25 dataset describes C17H17BN8O3PtS as an isolated structure. The level of theory is wB97M-V/def2-TZVPD.

Last column: Löwdin spin population.
CARTESIAN COORDINATES (ANGSTROEM)
Pt -0.054 -1.792 -0.745  1.4231
B 0.374 -5.474 -0.463  0.0022
N 1.577 -4.463 -0.454  0.0098
C 2.836 -4.873 -0.284  0.0043
C 3.685 -3.779 -0.299  0.0043
C 2.839 -2.699 -0.490  0.0152
N 1.574 -3.128 -0.589  0.1427
N -1.017 -4.773 -0.662  0.0050
C -2.163 -5.457 -0.647  0.0065
C -3.221 -4.588 -0.863  0.0057
C -2.619 -3.350 -1.004  0.0241
N -1.289 -3.478 -0.885  0.1089
H 0.353 -6.034 0.604  -0.0002
H 0.544 -6.239 -1.378  -0.0002
H 3.045 -5.924 -0.167  0.0007
H 4.755 -3.772 -0.191  0.0008
H 3.063 -1.648 -0.566  0.0019
H -2.148 -6.523 -0.497  0.0005
H -4.268 -4.825 -0.917  0.0007
H -3.058 -2.385 -1.199  0.0055
C -0.416 -1.176 3.976  -0.0012
C -0.300 -1.360 2.537  0.0042
N -0.212 -1.488 1.405  0.1174
H -1.414 -0.812 4.213  -0.0002
H 0.322 -0.447 4.307  -0.0003
H -0.244 -2.126 4.477  -0.0004
O -2.612 5.812 1.926  0.0000
S -1.667 6.902 1.774  0.0000
O -0.682 7.008 2.835  -0.0001
O -2.226 8.149 1.307  0.0000
C -0.618 6.345 0.398  -0.0004
N 0.139 7.233 -0.261  0.0021
C 0.927 6.760 -1.209  -0.0001
C 1.005 5.407 -1.535  0.0021
C 0.186 4.578 -0.794  0.0004
N -0.617 5.041 0.153  0.0014
C 0.124 3.097 -0.940  0.0095
C 1.032 2.343 -1.676  0.0001
C 0.931 0.968 -1.675  0.0198
N -0.024 0.318 -0.993  0.0571
C -0.926 1.047 -0.307  0.0202
C -0.887 2.417 -0.260  -0.0006
H 1.532 7.487 -1.740  -0.0001
H 1.657 5.059 -2.323  0.0001
H 1.840 2.807 -2.223  -0.0001
H 1.631 0.355 -2.227  0.0037
H -1.683 0.494 0.233  0.0038
H -1.604 2.987 0.317  -0.0001

## Properties
2S+1: 3
Kohn-Sham gap (spin up / spin down): 6.2 / 4.6 eV
E_tot: -50723.405 eV
ΔE to the lowest compared entry with this formula, charge and spin: 7.54 kcal per mole
net charge: 0